a.
C5H9NS | ωB97M-V/def2-TZVPD

## Properties
- highest occupied orbital energy (Ha) = -0.319
- LUMO (eV) = -0.2

Geometry as XYZ:
```
16
C5H9NS | the OMol25 dataset | ωB97M-V/def2-TZVPD
C 1.640 -0.128 0.160
C 0.528 0.608 -0.560
C -1.153 0.669 0.758
C -0.870 -0.104 -0.566
C -0.831 -1.615 -0.462
H 2.054 -0.883 -0.543
H 2.448 0.573 0.374
H 1.291 -0.645 1.011
H 0.867 0.967 -1.463
H 0.394 2.037 1.004
H -2.159 1.107 0.886
H -0.857 0.130 1.678
H -1.478 0.277 -1.431
H -0.278 -1.958 0.423
N -0.154 1.622 0.275
S -1.442 -2.658 -1.544
```

b.
C5H9NS | ωB97M-V/def2-TZVPD

## Properties
- highest occupied orbital energy (Ha) = -0.312
- LUMO (eV) = 0.9

Geometry as XYZ:
```
16
C5H9NS | the OMol25 dataset | ωB97M-V/def2-TZVPD
C -0.278 0.220 -0.323
C -0.262 1.145 0.881
C 0.939 -1.045 0.740
C -0.518 -1.220 0.245
C 1.182 -0.237 -0.532
H -0.670 1.523 -1.770
H -2.027 0.818 -1.259
H -1.249 1.283 1.273
H 0.204 2.087 0.639
H 1.573 -1.883 1.048
H -1.335 -1.389 0.957
H -0.555 -1.930 -0.602
H 1.961 0.581 -0.422
H 1.286 -0.808 -1.437
N -1.042 0.638 -1.507
S 0.790 0.219 2.067
```

Energy comparison, zero being the most stable, in eV: a 1.004; b 0.000.

a.
C5H8Cl2 | ωB97M-V/def2-TZVPD

## Properties
- highest occupied orbital energy (Ha) = -0.361
- LUMO (eV) = 0.8

Geometry as XYZ:
```
15
C5H8Cl2 | the OMol25 dataset | ωB97M-V/def2-TZVPD
C 0.095 0.018 1.416
C -0.538 -0.529 0.081
C 0.630 0.484 0.073
C -0.468 -1.925 -0.491
C 0.462 1.893 -0.451
Cl -2.098 0.169 -0.401
Cl 2.219 -0.297 -0.411
H -0.497 0.789 1.949
H 0.628 -0.672 1.990
H -0.321 -1.897 -1.606
H -1.372 -2.348 -0.316
H 0.384 -2.594 0.001
H 0.370 2.024 -1.636
H 1.166 2.686 -0.074
H -0.660 2.199 -0.122
```

b.
C5H8Cl2 | ωB97M-V/def2-TZVPD

## Properties
- highest occupied orbital energy (alpha / beta) (Ha) = -0.301 / -0.308
- LUMO (alpha / beta) (eV) = 0.1 / 0.2

Geometry as XYZ:
```
15
C5H8Cl2 | the OMol25 dataset | ωB97M-V/def2-TZVPD
C 1.396 0.707 0.258
C 0.212 1.158 -0.077
C 2.709 1.480 0.387
C -1.975 -1.960 -0.728
C -1.761 -0.894 0.297
Cl -0.639 2.374 -0.726
Cl -3.082 0.243 0.139
H 1.375 -0.223 0.816
H 3.244 1.590 1.331
H 3.424 1.019 -0.275
H 2.728 2.438 0.045
H -1.006 -2.498 -0.793
H -2.606 -2.750 -0.335
H -2.345 -1.538 -1.666
H -1.671 -1.146 1.327
```

Energy comparison, zero being the most stable, in eV: a 0.000; b 3.651.

a.
C3H4ClP | ωB97M-V/def2-TZVPD

## Properties
- highest occupied orbital energy (Ha) = -0.314
- LUMO (eV) = -1.6

Geometry as XYZ:
```
9
C3H4ClP | the OMol25 dataset | ωB97M-V/def2-TZVPD
C 0.736 -0.298 -1.195
C 0.183 0.127 -0.025
C 0.254 0.235 1.449
P -0.512 0.902 -1.466
Cl -2.908 -0.982 -2.363
H 1.543 -0.946 -1.717
H 0.310 1.347 1.603
H 1.057 -0.397 1.814
H -0.663 0.012 1.899
```

b.
C3H4ClP | ωB97M-V/def2-TZVPD

## Properties
- highest occupied orbital energy (Ha) = -0.339
- LUMO (eV) = 1.0

Geometry as XYZ:
```
9
C3H4ClP | the OMol25 dataset | ωB97M-V/def2-TZVPD
C 1.441 1.203 0.894
C 0.947 0.357 0.019
C -0.072 -0.518 -0.532
P 2.632 0.901 -0.523
Cl 3.617 -0.737 0.160
H 1.212 1.876 1.812
H -1.114 -0.061 -0.176
H 0.061 -1.469 0.010
H -0.048 -0.641 -1.627
```

Energy comparison, zero being the most stable, in eV: a 1.615; b 0.000.

a.
C4H4O3 | ωB97M-V/def2-TZVPD

## Properties
- highest occupied orbital energy (Ha) = -0.275
- LUMO (eV) = 0.3

Geometry as XYZ:
```
11
C4H4O3 | the OMol25 dataset | ωB97M-V/def2-TZVPD
C 1.227 -0.118 -0.872
C -0.078 0.441 -0.128
C 2.038 0.008 -1.942
C -0.844 0.059 1.070
O 2.777 -0.108 -2.802
O -0.607 -1.055 1.677
O -2.040 0.688 1.394
H 1.723 -0.837 -0.343
H -0.380 1.359 -0.623
H -1.454 -1.537 1.993
H -2.363 1.100 0.577
```

b.
C4H4O3 | ωB97M-V/def2-TZVPD

## Properties
- highest occupied orbital energy (Ha) = -0.359
- LUMO (eV) = -1.0

Geometry as XYZ:
```
11
C4H4O3 | the OMol25 dataset | ωB97M-V/def2-TZVPD
C -1.527 0.295 -0.491
C -0.413 -0.690 -0.254
O -0.288 -1.741 -0.838
C 0.631 -0.348 0.816
O 0.496 -0.576 1.993
C 1.894 0.319 0.275
O 1.939 0.710 -0.863
H -2.399 0.003 0.105
H -1.806 0.274 -1.547
H -1.243 1.310 -0.200
H 2.716 0.445 1.003
```

Energy comparison, zero being the most stable, in eV: a 2.019; b 0.000.

a.
C7H10S | ωB97M-V/def2-TZVPD

## Properties
- highest occupied orbital energy (Ha) = -0.305
- LUMO (eV) = 0.6

Geometry as XYZ:
```
18
C7H10S | the OMol25 dataset | ωB97M-V/def2-TZVPD
C -2.484 0.509 -0.112
C -1.019 -0.063 -0.093
C -0.021 0.789 -0.235
C 1.280 0.416 -0.045
C 2.281 1.319 -0.152
C 1.654 -0.901 0.311
C -0.928 -1.537 0.194
H -3.038 -0.394 -0.724
H -3.009 0.866 1.093
H -2.234 1.612 -0.873
H -0.255 1.906 -0.547
H 2.080 2.375 -0.481
H 3.451 1.089 -0.261
H 1.678 -0.888 1.528
H 2.796 -1.063 0.200
H -1.258 -2.092 1.181
H -1.691 -1.825 -0.542
S 0.716 -2.119 -0.443
```

b.
C7H10S | ωB97M-V/def2-TZVPD

## Properties
- highest occupied orbital energy (Ha) = -0.300
- LUMO (eV) = 0.6

Geometry as XYZ:
```
18
C7H10S | the OMol25 dataset | ωB97M-V/def2-TZVPD
C -1.211 -1.959 -0.893
C -0.605 -0.505 -0.759
C -0.855 -0.150 0.720
C -0.406 1.264 0.893
C 0.942 1.171 0.166
C 2.075 1.994 0.090
C 0.902 -0.318 -0.437
H -2.300 -2.099 -0.513
H -1.299 -2.525 -2.075
H -0.388 -2.577 -0.097
H -1.145 0.352 -1.199
H -1.912 -0.504 1.059
H -0.337 1.344 2.046
H -1.074 1.935 0.610
H 2.068 3.116 0.219
H 3.054 1.320 -0.027
H 1.865 -0.467 -0.984
S 0.625 -1.394 1.180
```

c.
C7H10S | ωB97M-V/def2-TZVPD

## Properties
- highest occupied orbital energy (Ha) = -0.315
- LUMO (eV) = 0.9

Geometry as XYZ:
```
18
C7H10S | the OMol25 dataset | ωB97M-V/def2-TZVPD
C -1.657 -0.916 -0.034
C -0.207 -0.942 -0.565
C 0.500 0.265 0.019
C 1.566 0.826 -0.930
C 1.408 -0.212 1.177
C -0.731 1.201 0.260
C -1.885 0.556 0.179
H -1.704 -1.427 0.900
H -2.381 -1.436 -0.628
H -0.373 -0.950 -1.650
H 0.400 -1.836 -0.489
H 1.368 0.653 -1.982
H 1.712 1.821 -0.578
H 1.502 0.531 1.957
H 1.155 -1.176 1.676
H -0.601 2.245 0.611
H -2.869 1.014 0.073
S 2.797 -0.219 0.005
```

Energy comparison, zero being the most stable, in eV: a 3.137; b 3.712; c 0.000.

a.
C4H10O2 | ωB97M-V/def2-TZVPD

## Properties
- highest occupied orbital energy (Ha) = -0.338
- LUMO (eV) = 1.0

Geometry as XYZ:
```
16
C4H10O2 | the OMol25 dataset | ωB97M-V/def2-TZVPD
C 2.222 0.148 0.603
O 2.273 -0.410 -0.680
C 1.022 -0.828 -0.962
C -0.314 0.546 -0.305
O -1.185 -0.403 0.228
C -2.503 0.042 0.385
H 3.143 0.714 0.770
H 1.216 0.678 0.509
H 2.071 -0.620 1.377
H 0.994 -1.130 -2.028
H 0.615 -1.592 -0.293
H -0.385 1.458 0.383
H -0.584 0.961 -1.271
H -2.592 0.847 1.135
H -2.909 0.412 -0.568
H -3.084 -0.822 0.719
```

b.
C4H10O2 | ωB97M-V/def2-TZVPD

## Properties
- highest occupied orbital energy (Ha) = -0.351
- LUMO (eV) = 0.8

Geometry as XYZ:
```
16
C4H10O2 | the OMol25 dataset | ωB97M-V/def2-TZVPD
C -2.125 -0.783 -0.031
C -1.211 0.384 0.380
C 0.242 0.061 -0.047
O 0.478 -0.190 -1.402
C 1.484 0.825 0.384
O 2.551 -0.268 -0.180
H -3.178 -0.595 0.218
H -2.045 -0.942 -1.110
H -1.831 -1.716 0.467
H -1.614 1.318 -0.030
H -1.236 0.485 1.478
H 0.466 -0.841 0.545
H 1.475 -0.435 -1.254
H 1.491 0.946 1.485
H 1.769 1.738 -0.130
H 3.284 0.016 -0.774
```

Energy comparison, zero being the most stable, in eV: a 2.554; b 0.000.